Formula: C30H60F3N3O4PS3
Source: the Open Molecules 2025 dataset
Level of theory: ωB97M-V/def2-TZVPD

Geometry as XYZ:
```
104
Properties=species:S:1:pos:R:3:forces:R:3
C -0.709177 0.906494 -4.140801 0.050 -0.447 0.343
C -0.187535 2.488727 -3.988590 -1.335 -0.933 0.784
C -1.525022 3.303618 -3.399269 2.149 0.374 -0.442
C -1.551773 3.005149 -1.789706 -2.469 -1.027 -0.286
C -3.116762 2.516313 -1.448455 -0.500 -0.310 0.426
C -1.272049 4.280371 -0.816271 -0.264 0.719 -1.058
O -1.738072 4.143113 0.573622 2.049 -0.656 -1.597
C -0.931919 3.249713 1.389078 -0.436 -0.116 2.879
C -0.825412 3.950774 2.904211 0.104 -1.288 0.026
C -1.808750 1.849094 1.647212 0.864 -0.352 -0.408
C -3.396763 2.110076 1.936707 -0.527 -1.024 0.948
C -3.758811 1.438297 3.425242 0.793 0.497 -1.410
S -3.978803 -0.443468 3.196600 0.598 0.306 -0.215
C 0.583626 2.924883 0.861228 -1.418 -3.483 0.557
C 1.502653 2.272765 2.062643 -0.574 -1.336 0.386
C 2.599069 1.138849 1.502860 -0.598 0.495 0.080
C 2.002193 -0.414867 1.671726 2.138 -0.379 1.399
S 0.683613 -0.843298 0.415219 0.037 -0.033 0.546
C 0.363278 -2.682692 0.300066 0.443 -2.161 -0.044
S 1.105937 -3.514122 -1.010877 -1.858 1.812 2.492
N -0.546789 -3.307040 1.332474 2.078 0.085 -2.229
C -1.253030 -4.547003 0.827900 -1.509 -0.634 -1.001
C -2.608013 -4.794431 1.756752 0.974 -0.296 0.362
C 0.247966 -3.551323 2.595317 1.019 0.260 1.026
C 1.669924 -4.333777 2.348196 -0.626 -0.007 -0.841
N 1.239835 4.015400 0.051923 0.699 0.372 -1.202
C 2.210724 4.905626 0.787669 2.648 2.187 1.828
C 3.787378 4.374408 0.597528 -0.057 1.043 -0.363
C 4.689428 4.713919 1.927822 1.575 0.982 -0.208
F 6.139383 4.523235 1.548693 -4.847 0.368 1.749
F 4.573887 6.191748 2.223886 0.177 -5.024 -0.587
F 4.346891 3.930101 3.135267 1.323 2.782 -3.972
C 0.245669 4.865570 -0.747277 -1.359 3.588 1.918
P 1.056491 5.354638 -2.398589 0.965 -0.474 -2.662
N 0.108642 6.709495 -3.158999 1.790 -1.091 -0.413
O 2.654840 6.049030 -2.190727 -0.872 -1.863 0.038
H -1.835333 0.778724 -3.765382 2.433 0.401 -0.961
H -0.082051 0.168031 -3.448023 -1.186 1.623 -1.631
H -0.635150 0.530363 -5.248455 -0.174 0.721 2.210
H 0.203761 2.931584 -5.001751 -0.638 -0.926 2.129
H 0.612799 2.474263 -3.123619 -1.316 0.340 -2.136
H -2.427605 2.890042 -4.011853 1.503 0.938 1.549
H -1.421644 4.460699 -3.612977 -0.360 -2.212 0.460
H -0.894705 2.056536 -1.606529 -0.931 1.939 -0.121
H -3.737355 3.380709 -0.906559 1.474 -2.039 -0.987
H -3.106635 1.517314 -0.794423 -0.089 2.481 -1.309
H -3.732929 2.247059 -2.406208 1.454 0.571 1.660
H -1.931965 5.170166 -1.269392 1.551 -1.914 1.058
H -1.839330 4.462931 3.185571 2.114 -0.812 -0.664
H -0.663661 3.029962 3.646772 -0.363 2.262 -1.465
H 0.110395 4.644024 3.021682 -2.040 -0.999 -0.258
H -1.582271 1.158386 0.714848 -0.814 1.288 1.844
H -1.395259 1.241252 2.587906 -0.641 1.439 -2.106
H -4.059649 1.487154 1.166700 1.449 1.739 1.605
H -3.724634 3.230454 1.994686 0.868 -2.056 -0.488
H -2.872667 1.654812 4.162536 -1.982 -0.316 -1.210
H -4.799015 1.833372 3.793674 2.139 -0.940 -0.541
H -2.944700 -0.932584 2.347241 -0.914 1.263 0.985
H 0.451113 2.016253 0.093520 0.291 2.042 1.522
H 0.746227 1.620673 2.719189 1.537 1.642 -1.532
H 1.971270 3.036001 2.809551 -0.793 -1.328 -1.642
H 2.794616 1.366719 0.370488 -0.182 -0.677 1.999
H 3.611802 1.283330 2.114010 -2.244 -0.618 -1.381
H 1.657034 -0.556636 2.804889 0.598 0.383 -2.522
H 2.911607 -1.166052 1.496960 -1.933 1.670 0.377
H -1.649592 -4.381326 -0.285443 1.187 -0.106 2.470
H -0.555073 -5.487740 0.780004 -1.263 1.772 0.252
H -2.589433 -3.965330 2.595781 -0.280 -1.734 -1.633
H -3.601701 -4.772717 1.128064 2.291 0.035 1.401
H -2.485431 -5.862735 2.257547 -0.530 2.302 -0.931
H -0.397013 -4.190006 3.348697 1.115 1.612 -1.609
H 0.519775 -2.477674 3.032330 -0.866 -2.380 -0.610
H 1.935907 -4.964767 3.296914 -0.265 1.353 -1.903
H 2.479009 -3.535709 2.045086 -1.379 -1.744 0.866
H 1.549696 -5.040141 1.396155 0.327 1.351 2.230
H 1.814775 3.515586 -0.693203 -0.710 0.520 0.989
H 1.967573 5.033955 1.949891 0.229 -0.692 -2.778
H 2.250557 6.027939 0.381294 -0.539 -2.790 0.553
H 4.251224 5.035442 -0.282578 -0.859 -1.402 2.195
H 3.852617 3.268324 0.221359 0.050 1.959 1.327
H 0.150020 5.879979 -0.121491 -0.096 -2.321 -0.967
H 0.850198 7.381415 -3.521114 -1.131 -0.807 0.814
H -0.249079 6.259778 -4.055449 0.471 0.668 1.495
H 3.293593 5.343742 -2.562117 -1.632 1.676 0.679
C -5.490689 -8.321050 0.624044 0.020 0.368 0.374
C -4.839785 -7.423602 -0.394344 0.391 1.339 0.315
O -4.498728 -6.276732 -0.109433 -0.519 -1.462 -0.487
C -4.622291 -7.983682 -1.774486 0.231 0.436 -0.174
H -5.583772 -7.784213 1.574058 0.026 -0.103 -0.225
H -6.489480 -8.605733 0.283782 0.140 -0.189 -0.019
H -4.875030 -9.209922 0.783350 -0.190 -0.069 -0.128
H -5.582442 -8.253337 -2.221630 0.112 -0.199 0.061
H -3.967992 -8.857526 -1.722063 -0.219 -0.080 -0.047
H -4.143857 -7.224782 -2.402816 -0.111 -0.163 0.162
C 5.753832 -5.997054 -2.550943 -0.251 -0.354 -0.231
C 4.759991 -4.905743 -2.846785 -1.425 -0.418 -0.897
O 3.730651 -5.134148 -3.480104 1.334 0.357 0.872
C 5.074264 -3.524483 -2.337723 -0.399 0.287 -0.175
H 5.395995 -6.939511 -2.978858 0.061 0.240 0.091
H 6.719046 -5.752482 -3.001446 0.029 0.021 0.229
H 5.858636 -6.121041 -1.470134 0.200 0.096 -0.069
H 6.009242 -3.169735 -2.778756 0.055 -0.056 0.221
H 5.148831 -3.538295 -1.247444 0.214 0.019 -0.063
H 4.269147 -2.839869 -2.625327 0.141 -0.182 0.058
```
Forces are in eV/Å.

DFT total energy (eV): -94671.2072
Spin multiplicity: 1
Charge: +1
HOMO energy (eV): -10.468
HOMO-LUMO gap (eV): 7.5784
Max |F| (eV/Å): 5.2

These are the Mulliken partial charges, in e, on atoms 1 to 5: -0.86, 0.05, -0.98, 1.17, -0.90